A molecular structure, C5H9O4Rb in a non-equilibrium geometry. Source: OMol25; level of theory: ωB97M-V with the def2-TZVPD basis set.

- Lowest unoccupied orbital energy: -0.0150 Ha
- M: 218.591 g/mol
- Calculated total energy: -14174.763 eV
- Energy above the lowest of the compared OMol25 structures with the same formula, charge and spin: 39.1 kJ/mol

ORCA input file:
```
! wB97M-V def2-TZVPD RIJCOSX def2/J DEFGRID3
* xyz 0 1
Rb 2.57 2.10 1.21
C 5.46 0.34 -0.54
O 5.26 1.20 0.52
H 6.13 0.69 -1.35
H 5.93 -0.60 -0.20
H 4.52 0.13 -1.10
C -2.50 -1.94 -0.04
C -2.54 -0.44 -0.41
C -3.03 0.48 0.68
O -2.13 1.58 0.56
C -0.93 1.08 0.14
O 0.11 1.65 0.14
O -1.17 -0.05 -0.57
H -2.03 -2.04 0.94
H -2.01 -2.51 -0.81
H -3.56 -2.22 0.05
H -3.09 -0.30 -1.34
H -2.96 0.06 1.69
H -4.04 0.79 0.42
*
```

Atom charges from the Löwdin analysis, given in e for atoms 1 to 5: number 1, Rb, carries 1.0075; number 2, C, carries -0.4576; number 3, O, carries -0.5793; number 4, H, carries 0.0363; number 5, H, carries 0.0393